Below is a 2-piece molecular cluster, C2H3N3O2 overall, with properties calculated with wB97M-V/def2-TZVPD.

Relative energy (zero: lowest compared OMol25 entry of this formula, charge and spin): 3.5254 eV
LUMO: -0.78 eV
HOMO energy: -9.6 eV
Molar mass: 101.065 g mol⁻¹

```
10
Properties=species:S:1:pos:R:3:lowdin_charge:R:1
N -1.89382 -0.03484 -0.01298 0.1273
C -0.54481 -0.15861 -0.16354 -0.5126
N -0.12165 -1.36093 0.63370 0.0180
O 1.05890 -1.53836 0.63172 0.0100
C 3.21065 0.50367 0.10081 -0.0263
O 2.89836 0.97747 1.08653 -0.0100
N 0.31173 0.52744 -0.79194 0.1410
H -2.42163 0.57913 -0.61157 0.1017
H -2.38476 -0.80613 0.41359 0.0898
H -0.11297 1.31116 -1.28632 0.0611
```



Below is C44H34BaBrCl2N9O2S2Se as an isolated structure, with properties calculated with wB97M-V/def2-TZVPD.

Relative energy (zero: lowest compared OMol25 entry of this formula, charge and spin): 0.0113 eV
LUMO: 3.83 eV
HOMO energy: -1.9 eV
Total charge: -2
Molar mass: 1152.049 g mol⁻¹

```
96
Properties=species:S:1:pos:R:3:lowdin_charge:R:1
Ba -0.61259 -0.55944 0.44014 1.5420
Cl 4.73739 -4.66298 3.68785 0.6033
C 3.92922 -3.21880 3.13514 -0.6999
C 3.11983 -3.29296 2.01049 -0.0695
C 2.46141 -2.16690 1.51638 -0.3108
N 1.58592 -2.26649 0.45616 -0.0126
C 1.83855 -2.43980 -0.82299 -0.5125
O 0.92256 -2.73026 -1.61948 -0.1238
C 3.21788 -2.14720 -1.45032 -0.1630
C 4.36724 -1.81925 -0.72562 -0.0051
C 5.52276 -1.46752 -1.40242 -0.0754
C 5.51397 -1.44422 -2.78589 -0.0883
C 4.33368 -1.79032 -3.42437 -0.1518
N 3.22146 -2.13567 -2.78662 0.1312
C 2.59195 -0.93215 2.20073 -0.2569
C 3.40975 -0.88355 3.32813 -0.0506
C 4.07186 -2.01112 3.79479 -0.6927
Cl 5.06741 -1.87043 5.22205 0.6007
N 1.83654 0.14963 1.73987 0.0020
C 2.39978 1.35431 1.77656 -0.5371
O 3.57514 1.66838 2.04412 -0.0289
C 1.46320 2.50072 1.41668 -0.1978
C 1.91707 3.80019 1.62239 -0.0129
C 1.05759 4.85687 1.37920 -0.0757
C -0.22949 4.58614 0.94339 -0.0613
C -0.58971 3.26310 0.74541 -0.1466
N 0.23826 2.23882 0.95807 0.0560
H 2.99268 -4.23919 1.50116 0.1161
H 4.37040 -1.81127 0.35145 0.0998
H 6.41122 -1.19874 -0.84341 0.1041
H 6.38719 -1.16054 -3.36015 0.0908
H 4.27621 -1.78284 -4.50960 0.0990
H 3.54081 0.05608 3.84374 0.1074
H 2.92863 3.93116 1.97811 0.1062
H 1.38235 5.87844 1.54078 0.0962
H -0.95024 5.37258 0.76208 0.0979
H -1.58871 3.00234 0.42003 0.0808
S -3.81651 2.24407 3.77836 0.9230
C -4.43276 2.71045 2.25170 -0.4714
C -3.85290 2.00041 1.24088 -0.2957
C -2.85751 1.02654 1.62405 -0.2726
C -2.75833 1.06978 2.99250 -0.5574
C -1.86589 0.26636 3.83598 -0.3096
C -1.74016 0.47415 5.21807 -0.0558
C -0.86995 -0.30720 5.95269 -0.0845
C -0.12932 -1.29372 5.31608 -0.0738
C -0.30910 -1.44013 3.95249 -0.1435
N -1.14514 -0.69374 3.23237 -0.0015
H -5.19856 3.47081 2.18057 0.0419
H -4.14957 2.17773 0.21029 0.0543
H -2.31475 1.25456 5.69860 0.0706
H -0.76242 -0.14333 7.01891 0.0970
H 0.57548 -1.92052 5.84466 0.0973
H 0.25258 -2.18985 3.40263 0.1086
Br -4.25551 -0.23083 -1.57700 0.8718
C -3.12740 1.12685 -2.23286 -0.7438
C -3.64545 2.00895 -3.17359 -0.1268
C -2.82760 3.01673 -3.64195 -0.0848
C -1.53338 3.10606 -3.15631 -0.0691
C -1.11943 2.17490 -2.22456 -0.1691
N -1.89665 1.19198 -1.75269 0.0106
H -4.65862 1.88338 -3.52554 0.0940
H -3.19123 3.71036 -4.38987 0.1042
H -0.84510 3.86601 -3.50078 0.1034
H -0.11336 2.19766 -1.82997 0.0762
N 0.07459 -1.38189 -3.84445 0.1204
C -1.11614 -1.12266 -4.36682 -0.9868
N -2.15672 -1.83036 -3.89549 0.0802
S -1.32442 0.04795 -5.59419 0.4272
H 0.25384 -2.04783 -3.08483 0.0578
H 0.86481 -0.85265 -4.16026 0.0531
H -2.09421 -2.34324 -3.01149 -0.0160
H -3.06599 -1.50951 -4.17505 0.0556
Se -2.21891 -3.37702 -0.62969 0.4313
C -4.03117 -3.19991 -0.07475 -0.7760
C -5.08168 -3.82887 -0.75720 -0.1722
C -6.40462 -3.67507 -0.35822 -0.1334
C -6.72702 -2.88209 0.73723 -0.1393
C -5.69923 -2.24486 1.42556 -0.1141
C -4.37938 -2.40351 1.02892 -0.1924
H -4.84315 -4.44360 -1.61730 0.0811
H -7.19082 -4.17563 -0.91419 0.0833
H -7.75886 -2.75358 1.04245 0.0788
H -5.92222 -1.60196 2.26990 0.0964
H -3.59836 -1.87498 1.56363 0.0669
C 4.06873 2.48985 -2.94367 -0.0861
C 3.03737 2.31930 -3.85871 -0.0738
C 1.94707 1.54364 -3.49675 -0.1587
N 1.84253 0.93867 -2.30930 0.0844
C 2.84336 1.10246 -1.44582 -0.1319
C 3.97094 1.87028 -1.71082 -0.0504
H 4.93109 3.09795 -3.19087 0.0963
H 3.06635 2.78201 -4.83710 0.0950
H 1.10811 1.40929 -4.17869 0.0744
H 2.74233 0.59516 -0.49493 0.0868
H 4.73116 1.96705 -0.94684 0.1088
```



Below is C48H38ClDyIN4OP2S2 as an isolated structure, with properties calculated with wB97M-V/def2-TZVPD.

<S²>: 9.200
LUMO (spin up / spin down): 2.22 / 2.22 eV
HOMO energy (spin up / spin down): -4.4 / -4.4 eV
Total charge: -1
Molar mass: 1137.798 g mol⁻¹
Multiplicity: 6

```
98
Properties=species:S:1:pos:R:3:mulliken_spin:R:1
Dy -1.22442 -0.76818 -0.22512 5.3904
S -2.62787 1.64995 0.39075 -0.0259
P -0.70224 2.21876 0.20291 -0.0203
C 0.55646 1.04444 0.14867 -0.0060
P 1.13914 0.41186 1.63498 -0.0203
S 0.27617 -1.15907 2.57237 -0.0031
C 1.57093 1.59415 2.96803 -0.0007
C 2.59980 2.50884 2.75909 -0.0002
C 2.95371 3.39817 3.75913 0.0002
C 2.27074 3.39368 4.96742 -0.0001
C 1.23434 2.49716 5.17245 0.0000
C 0.88384 1.59859 4.17554 -0.0007
C 2.85867 -0.12563 1.22715 -0.0008
C 3.33228 -0.06088 -0.07834 0.0018
C 4.62210 -0.47580 -0.38144 0.0001
C 5.45830 -0.94311 0.62460 -0.0001
C 4.99591 -0.99858 1.93329 -0.0001
C 3.70111 -0.59870 2.22965 0.0008
C -0.55515 3.08009 -1.41153 -0.0014
C -1.36167 4.18466 -1.67387 0.0013
C -1.22417 4.88895 -2.85927 -0.0004
C -0.28787 4.48421 -3.80060 0.0001
C 0.49848 3.36797 -3.55793 -0.0001
C 0.36651 2.66902 -2.36519 -0.0010
C -0.50777 3.68664 1.29406 0.0027
C -1.34858 3.88158 2.38344 -0.0022
C -1.24635 5.03372 3.14963 -0.0002
C -0.30332 5.99781 2.83011 -0.0003
C 0.54891 5.80182 1.75309 0.0004
C 0.45557 4.64645 0.99459 -0.0016
H 3.12682 2.50271 1.81154 -0.0003
H 3.75697 4.10688 3.59466 0.0000
H 2.54811 4.09150 5.74876 0.0000
H 0.69496 2.49895 6.11264 0.0000
H 0.10424 0.86413 4.33733 -0.0005
H 2.66906 0.32951 -0.84124 -0.0013
H 4.98281 -0.42345 -1.40271 0.0000
H 6.47204 -1.25083 0.39312 0.0000
H 5.64982 -1.35591 2.72115 0.0000
H 3.32745 -0.64771 3.24685 0.0001
H -2.09328 4.48548 -0.93193 -0.0001
H -1.85312 5.74922 -3.05711 0.0000
H -0.18604 5.02907 -4.73181 0.0000
H 1.21922 3.04244 -4.29893 0.0000
H 0.98471 1.80747 -2.15071 -0.0008
H -2.11426 3.14452 2.59247 -0.0003
H -1.90976 5.18267 3.99359 0.0000
H -0.22806 6.90139 3.42401 0.0000
H 1.28937 6.55377 1.50619 0.0000
H 1.10725 4.49553 0.14126 -0.0002
C -3.55588 -0.94951 4.20767 0.0023
C -4.35228 -2.08038 4.11058 -0.0007
C -4.48313 -2.70620 2.88622 0.0008
C -3.82579 -2.18201 1.76782 -0.0100
N -2.99766 -1.13672 1.89207 -0.0195
C -2.88362 -0.53669 3.07122 0.0066
C -4.03088 -2.69997 0.39604 -0.1000
C -5.20650 -3.39917 0.11003 -0.0080
C -5.47537 -3.83332 -1.17564 0.0063
C -4.55517 -3.56750 -2.17725 -0.0064
C -3.38928 -2.87742 -1.87592 -0.0010
C -3.06401 -2.40977 -0.59296 -0.0974
H -3.44188 -0.41529 5.14089 0.0000
H -4.87240 -2.46706 4.97901 0.0000
H -5.08101 -3.60166 2.79502 0.0000
H -2.22365 0.32088 3.09991 -0.0010
H -5.94297 -3.57755 0.88494 -0.0003
H -6.39869 -4.35630 -1.39552 0.0003
H -4.75266 -3.88567 -3.19526 -0.0009
H -2.70057 -2.69422 -2.69594 -0.0002
Cl -0.29606 -2.06250 -7.77197 0.0001
C -0.64411 -1.48505 -6.15911 0.0006
C -1.37092 -0.33417 -5.99961 -0.0004
C -1.65948 0.14183 -4.72374 0.0013
I -2.96922 1.75649 -4.47575 0.0001
C -1.18327 -0.45351 -3.54660 -0.0014
O -1.39941 0.01665 -2.38165 -0.0555
C -0.48427 -1.70905 -3.74051 -0.0014
N -0.17698 -2.38819 -2.61609 -0.0029
C 0.34290 -3.58543 -2.72693 0.0031
C 0.65380 -4.18337 -3.95820 -0.0007
C 0.38384 -3.50123 -5.11195 0.0005
C -0.22855 -2.23310 -5.03990 -0.0013
H -1.73432 0.19502 -6.86970 -0.0001
H 0.52148 -4.11942 -1.79945 0.0003
H 1.08990 -5.17379 -3.97915 0.0000
H 0.60232 -3.92869 -6.08097 0.0001
C 3.13413 -4.12262 1.43400 0.0000
N 2.74176 -3.70846 0.09456 0.0008
C 3.60761 -4.04676 -1.02085 0.0003
C 1.77422 -2.83326 -0.04692 -0.0003
N 0.87972 -2.11211 -0.14394 -0.0231
H 3.10819 -5.21294 1.50782 0.0000
H 2.43780 -3.69782 2.15566 0.0000
H 4.13955 -3.76749 1.66550 0.0000
H 3.68686 -5.13329 -1.10941 0.0000
H 4.60702 -3.63011 -0.87351 0.0000
H 3.18702 -3.64803 -1.94136 -0.0001
```



no.,maximum force (hartree/bohr),electronic energy (eV)
1,0.0267,-10684.93134
2,0.0105,-246490.52103
3,0.0364,-143359.53499